{
  "formula": "C9H14Br2O",
  "method": "ωB97M-V/def2-TZVPD",
  "total_charge": 0,
  "orbital_gap_ev": 9.598,
  "smiles": "CC(C)=C[C@@]1(Br)C(C)(C)[C@@]1(O)Br",
  "homo_energy_ev": -9.2,
  "species": ["C", "C", "C", "C", "C", "C", "C", "C", "C", "O", "Br", "Br", "H", "H", "H", "H", "H", "H", "H", "H", "H", "H", "H", "H", "H", "H"],
  "xyz": [[-1.0042, 0.0844, 0.5168], [-2.0733, -0.4581, -0.0127], [0.3573, 0.5321, -0.3608], [1.6831, 0.5857, 0.4093], [1.3972, -0.4500, -0.6487], [-3.2384, -0.9649, 0.7519], [-2.2255, -0.6520, -1.4648], [1.7878, 0.1596, 1.8555], [2.7386, 1.6249, -0.0219], [1.9660, -0.4958, -1.9010], [-0.2383, 1.8520, -1.7137], [0.9784, -2.3018, -0.1233], [-0.7739, 0.1222, 1.5179], [-3.2818, -1.0252, 1.8151], [-4.1449, -0.2857, 0.5152], [-3.5336, -2.0317, 0.3621], [-1.3638, -0.8497, -1.9520], [-2.7714, -1.5107, -1.7942], [-2.6861, 0.1667, -2.0337], [2.7951, -0.1966, 2.1041], [1.3510, -0.8077, 2.1003], [1.3811, 0.9362, 2.5479], [3.1056, 2.2335, 0.9021], [2.1916, 2.2103, -0.6755], [3.5733, 1.1142, -0.5091], [2.0290, 0.4083, -2.1868]],
  "forces_ev_per_angstrom": [[3.362, 0.710, -3.030], [-0.472, -0.369, 0.053], [-4.268, 0.097, 2.305], [1.050, -0.203, -0.188], [-0.679, -1.530, -0.434], [-2.992, -0.901, -1.366], [-2.178, 0.679, -0.641], [-0.332, -0.403, 0.772], [0.495, -0.881, 2.846], [0.563, -0.550, 0.507], [0.961, -0.332, 0.556], [0.422, 0.459, -0.313], [-0.026, 0.214, 2.247], [0.862, 0.142, 0.877], [1.191, -1.091, 0.046], [0.532, 1.968, 0.631], [3.383, -0.132, -1.293], [-0.991, -0.757, 0.620], [-0.001, 0.152, 0.521], [0.411, 1.174, -0.145], [-1.107, 0.242, -0.337], [0.662, -0.598, -0.409], [-0.671, -1.049, -1.792], [-0.289, 1.876, -1.503], [0.034, 0.288, 0.112], [0.078, 0.795, -0.642]]
}

{
  "formula": "C9H14Cl2N",
  "method": "ωB97M-V/def2-TZVPD",
  "total_charge": 1,
  "orbital_gap_ev": 8.857,
  "smiles": "C[N+](C)(C)/C(Cl)=C/C=C\\C=C/Cl",
  "homo_energy_ev": -12.1,
  "species": ["C", "C", "C", "C", "C", "C", "C", "C", "C", "N", "Cl", "Cl", "H", "H", "H", "H", "H", "H", "H", "H", "H", "H", "H", "H", "H", "H"],
  "xyz": [[2.8513, -1.3505, 0.6797], [3.2046, -0.7287, -0.5558], [1.7266, -1.1813, 1.4159], [3.0184, 0.5834, -0.7236], [0.4796, -0.4180, 1.0874], [-0.3999, -0.7278, 0.0865], [-0.9957, 1.5937, -0.4281], [-2.4950, 0.1231, 1.0298], [-2.3673, -0.1458, -1.3393], [-1.5762, 0.2649, -0.1296], [2.5535, 1.8647, 0.2784], [-0.4444, -2.1169, -0.8665], [3.5512, -2.1075, 0.9183], [3.8088, -1.1766, -1.3271], [1.9201, -1.5567, 2.4511], [3.5133, 1.0938, -1.5310], [0.2187, 0.4147, 1.6018], [-1.9068, 2.2947, -0.4083], [-0.1966, 1.9340, 0.2465], [-0.6244, 1.6785, -1.4495], [-2.2181, 0.8435, 1.7309], [-3.5506, 0.2900, 0.8133], [-2.3225, -0.8091, 1.4200], [-1.7264, -0.4026, -2.1348], [-3.0129, -1.0071, -1.1405], [-3.0092, 0.7496, -1.7255]],
  "forces_ev_per_angstrom": [[-1.800, -0.462, -0.502], [-0.839, 1.800, 0.013], [1.054, -0.130, 0.864], [1.624, 0.306, -1.461], [0.259, -3.315, -3.303], [0.996, 1.120, 1.808], [-1.867, 2.509, 0.185], [-0.607, 1.852, -0.691], [-2.068, 1.636, -0.705], [0.753, -2.025, -1.481], [-0.825, 0.171, 1.232], [0.443, -0.404, -0.020], [0.646, -0.503, 1.168], [-0.082, -0.465, -0.003], [-1.122, 0.157, -0.792], [-0.080, -0.443, -0.735], [-0.376, 2.470, 1.834], [1.502, -0.686, 0.226], [-0.634, -0.418, -0.049], [0.084, -0.644, 0.075], [0.516, 1.124, 1.367], [0.240, -0.038, -0.525], [0.047, -2.275, 0.926], [0.854, -0.139, -0.807], [0.207, 0.342, 0.229], [1.073, -1.538, 1.146]]
}

{
  "formula": "C9H14Cl4O",
  "method": "ωB97M-V/def2-TZVPD",
  "total_charge": 0,
  "orbital_gap_ev": 10.974,
  "smiles": "C[C@@H](Cl)[C@H](Cl)O[C@H]1CC[C@@H](Cl)C[C@@H]1Cl",
  "homo_energy_ev": -10.4,
  "species": ["Cl", "Cl", "Cl", "Cl", "O", "C", "C", "C", "C", "C", "C", "C", "C", "C", "H", "H", "H", "H", "H", "H", "H", "H", "H", "H", "H", "H", "H", "H"],
  "xyz": [[0.0327, -2.6610, -1.2374], [-2.9742, -1.2437, -1.7199], [-0.6441, 2.6174, 3.6075], [2.0498, -1.1127, 2.5709], [-0.3785, -0.1522, -0.4405], [-1.2524, -1.5137, -3.7808], [-0.2288, -0.9210, -1.6406], [0.5653, 2.1310, 1.3074], [-0.2938, 0.1301, 2.6059], [1.4468, 1.2403, 0.4660], [-1.4721, -0.7342, -2.5186], [0.4013, 1.5269, 2.7163], [0.5218, -0.8144, 1.7180], [0.8239, -0.1742, 0.3354], [-1.9958, -1.2215, -4.5546], [-1.2911, -2.5789, -3.5763], [-0.2419, -1.2662, -4.1362], [0.6646, -0.5930, -2.1728], [1.0386, 3.0985, 1.3579], [-0.4412, 2.2891, 0.8595], [-0.4415, -0.2756, 3.6386], [-1.3250, 0.1936, 2.2314], [1.5459, 1.7071, -0.4881], [2.4561, 1.1318, 0.8709], [-1.5358, 0.3418, -2.7714], [1.3701, 1.4396, 3.2256], [0.0392, -1.7591, 1.6026], [1.5601, -0.8258, -0.0766]],
  "forces_ev_per_angstrom": [[0.016, 0.044, -0.055], [0.064, 0.187, 0.118], [-0.377, 0.432, 0.826], [0.682, -0.416, 0.012], [0.606, -0.900, -1.038], [-0.246, 0.275, -0.991], [-0.969, 0.971, 1.566], [-0.170, -0.227, 0.538], [-0.084, 0.144, 1.004], [-0.781, -1.084, 0.262], [0.753, 0.342, -0.026], [-0.537, -0.735, -1.371], [-0.385, 1.682, 0.209], [0.272, 0.582, 1.020], [0.511, -0.356, 0.497], [-0.116, -0.065, -0.165], [-0.263, -0.129, -0.209], [-0.020, -0.082, -0.099], [0.041, 0.488, 0.272], [0.614, -0.293, 0.200], [0.435, 0.110, -0.794], [0.334, 0.410, -0.308], [0.125, 0.029, -1.001], [-0.136, 0.076, 0.168], [-0.113, -0.474, 0.449], [-0.400, 0.083, -0.071], [-0.315, -0.581, -0.211], [0.457, -0.513, -0.802]]
}

{
  "formula": "C9H14Cl6N2O3",
  "method": "ωB97M-V/def2-TZVPD",
  "total_charge": 0,
  "orbital_gap_ev": 11.106,
  "smiles": "COC(=O)OC.ClC(Cl)Cl.ClC(Cl)Cl.CC#N.CC#N",
  "homo_energy_ev": -10.9,
  "species": ["C", "C", "N", "H", "H", "H", "C", "C", "N", "H", "H", "H", "C", "O", "C", "O", "O", "C", "H", "H", "H", "H", "H", "H", "C", "Cl", "Cl", "Cl", "H", "C", "Cl", "Cl", "Cl", "H"],
  "xyz": [[-1.5108, 0.1581, 4.8697], [-0.8579, -0.5258, 5.9628], [-0.3479, -1.0672, 6.8343], [-2.3478, 0.7331, 5.2559], [-1.8532, -0.5549, 4.1234], [-0.7841, 0.8130, 4.3917], [1.4159, 4.9642, 0.6596], [2.3104, 3.9514, 1.1878], [3.0043, 3.1490, 1.6133], [0.3819, 4.6827, 0.8553], [1.5868, 5.0783, -0.4100], [1.5550, 5.9378, 1.1270], [1.3771, -7.4110, -1.7024], [0.5175, -6.3720, -1.2449], [0.8737, -5.1471, -1.6313], [1.8118, -4.8757, -2.3390], [0.0909, -4.2691, -1.0170], [0.3593, -2.9064, -1.3737], [0.8239, -8.3396, -1.5990], [2.2952, -7.4339, -1.1178], [1.6291, -7.2932, -2.7570], [-0.3928, -2.3270, -0.8568], [0.2680, -2.7957, -2.4546], [1.3738, -2.6314, -1.0917], [-1.4834, 1.7824, 0.3975], [-1.1682, 2.5061, 1.9725], [-3.1135, 2.1902, -0.1528], [-1.2247, 0.0533, 0.4196], [-0.8044, 2.2354, -0.3120], [-1.1184, 5.2324, -3.8685], [-1.0821, 3.9364, -2.6854], [-2.7674, 5.5027, -4.4560], [-0.0231, 4.8945, -5.2028], [-0.7950, 6.1491, -3.3978]],
  "forces_ev_per_angstrom": [[0.136, 0.145, -0.274], [0.056, -0.259, 0.236], [0.100, -0.077, 0.145], [-0.061, 0.083, -0.117], [-0.103, -0.035, 0.028], [-0.117, 0.118, -0.011], [-0.287, 0.302, -0.161], [-0.206, 0.380, 0.045], [0.321, -0.416, 0.160], [-0.001, -0.117, -0.162], [-0.125, -0.046, -0.015], [0.274, -0.089, 0.107], [0.083, -0.352, -0.430], [-0.193, 0.098, -0.135], [0.759, -0.075, 0.485], [-0.302, -0.044, -0.142], [-0.262, 0.105, -0.107], [0.074, -0.277, -0.325], [-0.012, 0.020, 0.237], [-0.025, 0.005, 0.038], [-0.001, 0.180, 0.099], [0.021, 0.121, 0.045], [-0.066, 0.126, 0.066], [-0.065, 0.061, 0.144], [-0.231, 0.343, -0.187], [0.039, 0.015, 0.118], [-0.014, -0.094, 0.051], [0.031, -0.130, 0.052], [0.167, -0.106, 0.015], [-0.200, 0.193, -0.315], [-0.001, -0.119, 0.176], [0.130, -0.052, 0.062], [0.036, -0.010, -0.033], [0.046, 0.005, 0.104]]
}

{
  "formula": "C9H14ClGaI2NOPS",
  "method": "ωB97M-V/def2-TZVPD",
  "total_charge": 2,
  "orbital_gap_ev": [6.582, 6.080],
  "homo_energy_ev": [-15.9, -15.6],
  "species": ["I", "I", "Ga", "P", "C", "C", "H", "H", "H", "C", "H", "H", "H", "H", "H", "H", "C", "O", "Cl", "S", "C", "N", "C", "C", "C", "C", "H", "H", "H", "H", "H"],
  "xyz": [[0.7705, 2.7925, -3.5973], [2.7392, 1.1594, 0.2158], [0.7477, 0.9419, -1.1929], [0.1307, -1.2143, -2.0623], [1.2427, -2.6313, -1.7445], [-1.5161, -2.0054, -2.2803], [-0.0239, 0.3268, -3.9035], [0.2495, -1.3124, -4.5400], [1.6337, -0.3610, -3.7713], [0.5583, -0.6093, -3.7542], [-2.2881, -1.2332, -2.3076], [-1.5581, -2.5609, -3.2244], [1.2585, -3.3160, -2.5939], [0.8932, -3.1894, -0.8742], [-1.7274, -2.6986, -1.4608], [2.2542, -2.2688, -1.5586], [0.9659, -1.0354, 1.1937], [1.4594, -1.4037, 2.1934], [-1.2203, 1.9266, -0.9644], [-1.2160, -0.6941, 1.1990], [-1.2371, 0.5601, 2.3716], [-0.3384, 0.5924, 3.4099], [-0.2314, 1.6258, 4.3227], [-1.2053, 2.6083, 4.3415], [-2.2591, 2.5126, 3.4161], [-2.2662, 1.5043, 2.4311], [0.4235, -0.0709, 3.4429], [0.6377, 1.5726, 4.9627], [-1.1157, 3.4235, 5.0301], [-3.0073, 3.2829, 3.3877], [-3.0698, 1.3609, 1.7301]],
  "forces_ev_per_angstrom": [[0.209, 0.278, 0.600], [0.226, 0.396, -0.277], [-1.221, 0.315, 0.015], [0.493, -0.899, -1.829], [0.040, 0.396, 0.289], [-0.202, 0.642, 0.474], [0.388, -0.902, -0.066], [0.420, 0.030, 0.257], [-0.407, -0.207, -0.264], [-0.674, 0.056, 0.151], [-0.022, -0.094, 0.034], [0.355, 0.166, 0.137], [-0.116, 0.165, -0.090], [0.043, 0.067, 0.027], [0.074, 0.177, -0.045], [0.031, -0.083, 0.013], [1.380, -1.655, 3.599], [-1.392, 1.111, -3.266], [0.585, 0.105, -0.155], [-0.127, -0.465, -0.050], [0.046, 0.533, 1.952], [0.344, 1.464, 0.121], [-0.970, -0.777, -1.127], [0.231, -0.797, -0.659], [0.809, -0.675, -0.563], [0.312, 0.089, 0.552], [-0.116, -0.268, -0.094], [-0.121, 0.061, 0.131], [-0.101, 0.239, 0.243], [-0.366, 0.040, 0.101], [-0.152, 0.492, -0.211]]
}

{
  "formula": "C9H14CrN2P",
  "method": "ωB97M-V/def2-TZVPD",
  "total_charge": 0,
  "multiplicity": 4,
  "s_squared": 3.93,
  "orbital_gap_ev": [5.360, 6.526],
  "homo_energy_ev": [-5.0, -6.2],
  "species": ["C", "C", "C", "C", "C", "Cr", "P", "H", "H", "H", "H", "H", "H", "H", "H", "C", "N", "C", "C", "N", "C", "H", "H", "H", "H", "H", "H"],
  "xyz": [[-0.2689, -1.4364, -2.7078], [-0.9785, -0.4578, -3.3769], [-0.7922, 0.9037, -3.0345], [0.3163, 1.2768, -2.2119], [1.3403, 0.2170, -2.0135], [-0.1653, -0.3935, -1.1785], [0.3021, -2.7403, -0.5442], [-0.4657, -2.4919, -2.8985], [-1.6397, -0.8121, -4.1968], [-1.3822, 1.6544, -3.5815], [2.3422, 0.3682, -1.5534], [0.3868, 2.3489, -1.9322], [1.6464, -2.8188, -0.0494], [0.3976, -3.8493, -1.4479], [-0.6498, -3.2921, 0.3812], [0.0495, 2.4042, 3.4101], [-0.0074, 1.2181, 2.5525], [0.2251, -0.1012, 2.9644], [-0.0345, -0.9232, 1.9014], [-0.5021, -0.1242, 0.8340], [-0.4408, 1.1553, 1.2792], [-0.7214, 2.3661, 4.1850], [1.0133, 2.5310, 3.9172], [-0.1337, 3.2625, 2.7717], [0.5728, -0.3296, 3.9675], [0.2221, -1.9881, 1.8476], [-0.6326, 2.0526, 0.7153]],
  "forces_ev_per_angstrom": [[-0.796, -0.050, -1.210], [-0.320, -0.842, -1.126], [-0.068, 0.030, -0.167], [2.223, 0.263, -1.332], [1.025, 2.525, 0.041], [-2.287, -3.465, 1.589], [0.194, 0.289, -0.274], [0.439, 0.302, -0.738], [0.033, 0.833, 0.536], [-0.064, -0.205, 0.919], [-0.649, 0.282, -0.341], [0.372, -0.618, -0.520], [-0.662, -0.578, 0.546], [-0.162, 0.647, 0.381], [0.979, -0.348, 0.084], [-0.082, -0.075, -0.074], [0.012, -1.157, 0.623], [0.097, 0.350, -0.176], [-0.046, 1.476, 0.045], [0.657, 1.488, 2.096], [0.065, -1.657, 0.191], [0.003, -0.083, -0.219], [-0.097, -0.260, -0.382], [0.028, 0.148, 0.067], [-0.060, 0.129, -0.326], [-0.608, 0.730, -0.018], [-0.225, -0.151, -0.216]]
}

Number 1: DFT total energy -5574.491110 hartree. Number 2: DFT total energy -1326.101033 hartree. Number 3: DFT total energy -2267.366059 hartree. Number 4: DFT total energy -3447.684511 hartree. Number 5: DFT total energy -4200.683441 hartree. Number 6: DFT total energy -1846.389974 hartree.